C43H28GdN6OS3 as an isolated structure, computed with wB97M-V/def2-TZVPD.

As for the charge: +1. The value obtained for the energy relative to the best compared isomer or geometry (same formula, charge and spin) is 1.9 kcal per mole. The calculation puts the total energy at -109373.20493 eV. The orbital gap (spin up / spin down) comes out at 5.86 / 6.15 eV. Its spin multiplicity is 8.

Element x y z (Å)
1 Gd 0.281 0.113 1.183
2 C 2.150 4.425 1.498
3 C 1.945 3.049 1.343
4 N 0.759 2.513 1.144
5 C -0.341 3.321 1.142
6 C -0.232 4.722 1.334
7 C 1.065 5.255 1.495
8 C -1.391 5.524 1.353
9 C -2.617 4.933 1.207
10 C -2.743 3.551 1.017
11 C -1.637 2.717 0.959
12 N -1.670 1.353 0.832
13 C -2.582 0.652 0.102
14 C -3.425 1.144 -0.889
15 C -4.194 0.295 -1.692
16 C -4.180 -1.065 -1.528
17 C -3.371 -1.624 -0.519
18 C -3.316 -3.009 -0.252
19 C -2.524 -3.483 0.758
20 C -1.735 -2.578 1.477
21 N -1.727 -1.282 1.235
22 C -2.564 -0.779 0.285
23 H 3.154 4.806 1.621
24 H 2.787 2.364 1.379
25 H 1.182 6.325 1.622
26 H -1.295 6.592 1.502
27 H -3.511 5.543 1.243
28 H -3.730 3.114 0.952
29 H -3.468 2.210 -1.064
30 H -4.814 0.736 -2.464
31 H -4.785 -1.711 -2.150
32 H -3.918 -3.684 -0.850
33 H -2.485 -4.537 0.998
34 H -1.089 -2.926 2.276
35 O 2.231 -0.639 2.077
36 N 2.815 -0.231 3.198
37 C 4.097 -0.591 3.416
38 C 4.781 -0.158 4.517
39 C 4.128 0.683 5.423
40 C 2.813 1.011 5.208
41 C 2.110 0.517 4.095
42 S 0.433 0.783 3.878
43 H 4.530 -1.217 2.652
44 H 5.805 -0.464 4.669
45 H 4.648 1.067 6.290
46 H 2.265 1.644 5.889
47 S 3.204 -6.597 -0.536
48 C 3.761 -7.341 0.895
49 C 3.493 -6.592 1.997
50 C 2.817 -5.390 1.682
51 C 2.576 -5.239 0.341
52 C 1.913 -4.133 -0.343
53 C 1.611 -2.943 0.346
54 N 1.043 -1.889 -0.203
55 C 0.725 -1.931 -1.518
56 C 0.930 -3.092 -2.286
57 C 0.513 -3.122 -3.656
58 C -0.058 -2.041 -4.225
59 C -0.241 -0.829 -3.485
60 C -0.823 0.307 -4.057
61 C -0.970 1.466 -3.316
62 C -0.459 1.442 -2.006
63 N 0.081 0.390 -1.432
64 C 0.171 -0.759 -2.141
65 C -1.637 2.654 -3.838
66 C -1.861 3.857 -3.221
67 C -2.593 4.769 -4.016
68 C -2.930 4.251 -5.228
69 S -2.356 2.654 -5.419
70 C 1.540 -4.192 -1.673
71 H 4.260 -8.296 0.845
72 H 3.762 -6.883 3.002
73 H 2.508 -4.670 2.426
74 H 1.851 -2.847 1.397
75 H 0.664 -4.033 -4.221
76 H -0.378 -2.060 -5.260
77 H -1.145 0.273 -5.091
78 H -0.483 2.348 -1.411
79 H -1.507 4.087 -2.224
80 H -2.861 5.766 -3.697
81 H -3.475 4.717 -6.032
82 H 1.716 -5.089 -2.255

Atom charges from the Mulliken analysis, given in e for atoms 1 to 5: 0.394 -1.136 -0.283 0.524 0.197

=====

A single C5H7NO molecule, computed with wB97M-V/def2-TZVPD.

The value obtained for the energy relative to the best compared isomer or geometry (same formula, charge and spin) is 170.2 kcal per mole. The calculation puts the total energy at -8828.82130 eV. The orbital gap comes out at 7.89 eV. Its spin multiplicity is 1.

Element x y z (Å)
1 C -0.250 -1.727 0.879
2 C -0.348 -0.239 0.924
3 C 2.335 0.383 -0.384
4 O 1.732 1.343 -1.050
5 C 0.333 1.424 -0.985
6 C -0.330 0.646 -0.119
7 N -1.740 0.468 0.166
8 H 0.828 -1.935 0.897
9 H -0.658 -2.188 -0.036
10 H -0.704 -2.201 1.758
11 H 3.412 0.628 -0.577
12 H -0.078 2.210 -1.605
13 H -2.292 0.010 -0.558
14 H -2.241 1.179 0.689

Atom charges from the Mulliken analysis, given in e for atoms 1 to 5: -0.850 -0.072 -0.400 -0.293 -0.326

=====

C9H21FGdIO2P2 as an isolated structure in a non-equilibrium geometry, computed with wB97M-V/def2-TZVPD.

As for the charge: +2. The value obtained for the energy relative to the best compared isomer or geometry (same formula, charge and spin) is 166.8 kcal per mole. The calculation puts the total energy at -63977.54971 eV. The orbital gap (spin up / spin down) comes out at 6.18 / 4.98 eV. Its spin multiplicity is 8.

Element x y z (Å)
1 C -4.258 4.907 -4.435
2 C -3.637 3.570 -4.160
3 H -4.801 4.876 -5.400
4 H -3.473 5.665 -4.469
5 H -4.947 5.154 -3.623
6 O -3.690 2.563 -4.852
7 I -2.523 3.543 -2.250
8 Gd -0.029 0.294 0.126
9 P -2.112 -0.579 1.239
10 C -2.459 -2.286 1.212
11 C -1.922 -0.031 2.916
12 H -2.885 -0.216 3.389
13 H -4.310 0.116 1.127
14 H -1.672 1.043 2.962
15 H -3.234 1.407 0.481
16 H -1.655 -2.875 1.679
17 H -1.127 -0.588 3.429
18 C -3.440 0.325 0.504
19 H -3.384 -2.402 1.779
20 H -3.625 -0.009 -0.529
21 H -2.598 -2.657 0.186
22 P 2.057 0.858 -1.168
23 C 2.975 -0.412 -1.930
24 C 1.545 2.045 -2.372
25 H 2.494 2.476 0.559
26 H 3.888 2.114 -0.520
27 H 3.431 0.980 0.798
28 C 3.059 1.683 0.040
29 H 0.933 2.845 -1.923
30 H 2.467 2.456 -2.782
31 H 3.829 0.085 -2.392
32 H 2.386 -0.938 -2.695
33 H 0.952 1.572 -3.171
34 H 3.325 -1.159 -1.200
35 C 0.345 -1.844 -0.503
36 O 0.581 -3.034 -0.802
37 F 1.129 -0.298 1.800

Atom charges from the Mulliken analysis, given in e for atoms 1 to 5: -0.877 0.482 0.299 0.329 0.328

=====

A single C3H10NPS molecule in a non-equilibrium geometry, computed with wB97M-V/def2-TZVPD.

The value obtained for the energy relative to the best compared isomer or geometry (same formula, charge and spin) is 62.3 kcal per mole. The calculation puts the total energy at -24883.57282 eV. The orbital gap (spin up / spin down) comes out at 6.96 / 6.96 eV. Its spin multiplicity is 1.

Element x y z (Å)
1 C -0.892 -0.292 1.045
2 C -2.302 0.472 -1.084
3 C -0.907 0.404 -0.360
4 N 0.065 -0.138 -1.262
5 P 3.111 0.075 0.589
6 S 1.347 -0.875 -0.948
7 H 0.081 -0.305 1.493
8 H -1.598 0.350 1.779
9 H -1.305 -1.278 0.916
10 H -2.213 1.413 -1.780
11 H -3.004 0.627 -0.359
12 H -2.438 -0.388 -1.635
13 H -0.609 1.455 -0.274
14 H 2.619 -0.984 1.309
15 H 3.621 -0.585 -0.601
16 H 4.426 0.050 1.171

Atom charges from the Mulliken analysis, given in e for atoms 1 to 5: -1.201 -1.212 0.549 -0.217 -0.196

=====

A 11-piece molecular cluster, C24H69Cl6O26P5 overall in a non-equilibrium geometry, computed with wB97M-V/def2-TZVPD.

Its SMILES is COP(=O)(OC)OC.COP(=O)(OC)OC.COP(=O)(OC)OC.COP(=O)(OC)OC.COP(=O)(OC)OC.ClCCl.ClCCl.ClCCl.OCCO.OCCO.OCCO. The calculation puts the total energy at -200830.07508 eV. The orbital gap comes out at 9.83 eV. Its spin multiplicity is 1.

Element x y z (Å)
1 C -0.143 -0.001 5.663
2 O 0.077 1.005 4.664
3 P 0.123 2.571 5.037
4 O 0.852 2.986 6.219
5 O 0.634 3.327 3.714
6 C 2.061 3.195 3.528
7 O -1.443 2.983 5.066
8 C -2.254 2.493 3.995
9 H -0.480 0.397 6.622
10 H 0.799 -0.537 5.753
11 H -0.974 -0.610 5.314
12 H 2.538 2.443 4.152
13 H 2.545 4.167 3.564
14 H 2.166 2.798 2.517
15 H -2.974 3.263 3.720
16 H -2.884 1.657 4.316
17 H -1.652 2.177 3.145
18 C -0.655 -1.800 -6.483
19 O -1.872 -2.496 -6.222
20 P -3.086 -1.590 -5.645
21 O -3.174 -0.240 -6.256
22 O -2.794 -1.521 -4.053
23 C -2.420 -0.275 -3.460
24 O -4.376 -2.484 -5.811
25 C -4.452 -3.844 -5.363
26 H 0.208 -2.386 -6.168
27 H -0.652 -0.784 -6.096
28 H -0.522 -1.743 -7.567
29 H -3.090 -0.172 -2.602
30 H -2.583 0.537 -4.164
31 H -1.449 -0.222 -2.958
32 H -4.703 -4.441 -6.243
33 H -5.134 -4.018 -4.540
34 H -3.438 -4.203 -5.165
35 C -1.238 3.887 -5.420
36 O -0.475 4.805 -4.643
37 P 0.766 4.279 -3.761
38 O 2.072 4.188 -4.443
39 O 0.204 2.919 -3.102
40 C 1.194 1.957 -2.736
41 O 0.762 5.340 -2.571
42 C 0.614 6.722 -2.849
43 H -2.259 4.222 -5.610
44 H -1.353 2.908 -4.954
45 H -0.788 3.786 -6.409
46 H 1.941 2.467 -2.108
47 H 1.822 1.621 -3.563
48 H 0.750 1.213 -2.080
49 H 1.160 7.376 -2.172
50 H -0.416 7.066 -2.943
51 H 1.056 6.929 -3.831
52 C 2.793 -3.871 3.325
53 O 3.725 -2.807 3.555
54 P 3.170 -1.506 4.272
55 O 1.862 -1.102 3.763
56 O 3.247 -1.901 5.839
57 C 4.447 -2.449 6.343
58 O 4.305 -0.380 4.131
59 C 4.189 0.704 5.053
60 H 1.781 -3.470 3.278
61 H 2.842 -4.675 4.057
62 H 3.023 -4.298 2.350
63 H 5.135 -2.798 5.572
64 H 4.224 -3.333 6.948
65 H 5.007 -1.826 7.044
66 H 3.179 0.812 5.443
67 H 4.539 1.614 4.560
68 H 4.935 0.597 5.846
69 C 0.289 -4.095 -0.236
70 O 0.665 -3.406 -1.439
71 P 2.168 -3.512 -1.997
72 O 3.135 -2.987 -1.023
73 O 2.419 -5.017 -2.439
74 C 1.330 -5.775 -2.960
75 O 2.108 -2.682 -3.380
76 C 1.544 -1.345 -3.306
77 H 1.106 -4.215 0.481
78 H 0.002 -5.110 -0.506
79 H -0.451 -3.489 0.276
80 H 1.648 -6.339 -3.834
81 H 0.490 -5.159 -3.286
82 H 0.932 -6.464 -2.215
83 H 2.341 -0.607 -3.281
84 H 0.829 -1.302 -2.489
85 H 1.000 -1.220 -4.240
86 Cl -0.288 3.717 0.154
87 C 0.775 5.003 0.792
88 Cl 2.478 4.627 0.478
89 H 0.484 5.979 0.414
90 H 0.620 5.099 1.863
91 Cl -4.564 3.531 -2.892
92 C -3.016 3.905 -2.116
93 Cl -3.051 5.581 -1.464
94 H -2.929 3.209 -1.291
95 H -2.232 3.856 -2.858
96 Cl -5.585 0.078 -1.235
97 C -5.101 -1.583 -0.857
98 Cl -5.986 -2.681 -1.957
99 H -4.022 -1.696 -0.909
100 H -5.371 -1.745 0.180
101 O -2.566 0.211 0.305
102 C -1.192 0.555 0.299
103 C -0.318 -0.680 0.389
104 O -0.329 -1.267 1.680
105 H -2.762 -0.178 1.167
106 H -1.038 1.162 -0.592
107 H -0.843 1.074 1.202
108 H 0.698 -0.435 0.045
109 H -0.540 -1.478 -0.330
110 H 0.462 -1.051 2.191
111 O 3.143 -0.366 0.393
112 C 4.470 0.063 0.585
113 C 5.210 0.023 -0.788
114 O 5.579 -1.316 -1.099
115 H 3.131 -1.250 0.012
116 H 4.385 1.102 0.924
117 H 4.925 -0.511 1.400
118 H 5.993 0.778 -0.781
119 H 4.438 0.270 -1.524
120 H 4.808 -1.858 -0.861
121 O -4.940 -0.927 5.204
122 C -4.609 -1.919 4.228
123 C -3.781 -1.283 3.128
124 O -4.533 -0.694 2.052
125 H -5.705 -0.409 4.948
126 H -4.022 -2.723 4.670
127 H -5.575 -2.296 3.884
128 H -3.165 -1.996 2.573
129 H -3.138 -0.505 3.547
130 H -4.965 0.119 2.341

Atom charges from the Mulliken analysis, given in e for atoms 1 to 5: -0.543 0.566 0.262 -0.784 0.056

=====

A single C3H7NO3 molecule in a non-equilibrium geometry, computed with wB97M-V/def2-TZVPD.

The value obtained for the energy relative to the best compared isomer or geometry (same formula, charge and spin) is 110.7 kcal per mole. The calculation puts the total energy at -10848.05375 eV. The orbital gap (spin up / spin down) comes out at 5.93 / 7.11 eV. Its spin multiplicity is 3.

Element x y z (Å)
1 C -0.232 -1.894 -0.798
2 C -0.266 1.887 -0.168
3 C 0.434 -0.918 -0.010
4 N -0.330 -0.348 1.051
5 O 0.323 0.262 2.061
6 O 1.594 -0.517 -0.074
7 O -0.823 0.594 0.045
8 H -0.044 -1.745 -1.830
9 H -1.391 -1.782 -0.754
10 H 0.128 -2.819 -0.475
11 H -0.128 2.429 0.850
12 H -1.025 2.411 -0.869
13 H 0.629 1.870 -0.655
14 H 1.132 0.571 1.626

Atom charges from the Mulliken analysis, given in e for atoms 1 to 5: -1.008 -0.629 0.618 0.023 -0.327